Entry 1:
# C21H44N4O10P

A cluster of 3 separate species, C21H44N4O10P in total in a non-equilibrium geometry (ωB97M-V with the def2-TZVPD basis set, OMol25).

Last column: Löwdin charge in e.
Geometry (Å):
C  -2.59  1.71  -2.71  -0.116
C  -2.61  0.04  -2.58  -0.186
C  -3.19  -0.34  -1.14  -0.139
N  -2.36  -1.07  -0.14  -0.089
C  -2.52  -0.42  1.25  -0.004
C  -1.71  1.03  1.35  -0.230
N  -1.19  1.34  2.74  -0.090
C  -0.90  2.81  2.92  -0.071
C  -0.07  0.44  3.19  -0.253
C  1.56  0.82  3.11  -0.018
O  -0.31  -0.76  3.79  -0.078
O  -0.76  1.27  0.25  -0.107
C  -0.03  0.09  -0.17  -0.215
C  0.75  0.38  -1.62  -0.133
C  2.11  1.29  -1.45  -0.184
P  2.17  2.74  -2.74  0.792
O  3.27  3.75  -2.21  -0.364
O  0.61  3.46  -3.04  -0.301
C  0.46  4.78  -2.40  -0.267
C  0.00  4.65  -0.80  -0.100
O  2.67  2.02  -4.28  -0.298
C  4.05  1.51  -4.19  -0.284
C  3.98  -0.11  -4.58  -0.099
C  -0.90  -1.28  -0.40  -0.189
C  -0.19  -2.42  0.60  -0.032
C  -0.81  -4.01  0.06  -0.160
C  -0.80  -5.22  1.31  0.023
O  -2.14  -4.47  0.74  -0.272
H  -3.67  2.14  -2.87  0.095
H  -1.89  1.97  -3.63  0.097
H  -2.13  2.21  -1.76  0.056
H  -3.41  -0.30  -3.40  0.135
H  -1.59  -0.39  -2.93  0.097
H  -3.60  0.67  -0.65  0.147
H  -4.18  -0.99  -1.31  0.170
H  -2.79  -2.04  -0.01  0.192
H  -2.28  -1.15  2.13  0.143
H  -3.69  -0.20  1.34  0.168
H  -2.57  1.84  1.18  0.182
H  -0.01  3.06  3.64  0.113
H  -0.80  3.38  1.87  0.101
H  -1.87  3.29  3.42  0.120
H  1.76  1.91  2.72  0.086
H  2.02  -0.03  2.42  0.095
H  1.99  0.63  4.20  0.116
H  0.84  -0.13  0.59  0.132
H  1.08  -0.68  -2.01  0.131
H  0.07  0.93  -2.40  0.096
H  3.06  0.61  -1.72  0.103
H  2.21  1.67  -0.35  0.106
H  -0.46  5.31  -2.94  0.140
H  1.37  5.50  -2.55  0.128
H  -0.19  5.75  -0.41  0.094
H  -1.07  4.13  -0.83  0.071
H  0.77  4.04  -0.16  0.073
H  4.69  2.01  -5.06  0.140
H  4.59  1.70  -3.17  0.117
H  3.76  -0.74  -3.62  0.060
H  3.08  -0.28  -5.34  0.095
H  4.97  -0.42  -5.14  0.086
H  -0.76  -1.76  -1.48  0.167
H  0.97  -2.48  0.46  0.126
H  -0.51  -2.33  1.71  0.100
H  -0.54  -4.37  -1.11  0.161
H  -1.29  -6.26  1.08  0.133
H  -0.82  -4.63  2.31  0.112
C  3.53  -5.66  -0.63  0.050
N  2.86  -4.47  -1.22  -0.418
O  3.33  -3.36  -0.95  0.038
O  1.87  -4.68  -1.93  0.031
H  4.38  -5.32  -0.03  0.101
H  2.80  -6.18  -0.01  0.103
H  3.87  -6.28  -1.46  0.109
C  -2.36  -0.23  5.85  0.010
N  -2.94  -0.24  7.22  -0.424
O  -2.15  -0.15  8.17  0.061
O  -4.17  -0.33  7.31  0.051
H  -1.27  -0.15  5.93  0.079
H  -2.64  -1.17  5.37  0.098
H  -2.78  0.63  5.32  0.093

Output
* energy above the lowest of the compared OMol25 structures with the same formula, charge and spin: 12.979 eV
* charge: +1
* molecular weight: 543.575 g mol⁻¹

***

Entry 2:
# C21H45BFNO18PS3

A cluster of 4 separate species, C21H45BFNO18PS3 in total in a non-equilibrium geometry (ωB97M-V with the def2-TZVPD basis set, OMol25).

Last column: Löwdin charge in e.
Geometry (Å):
C  -2.90  -0.23  3.11  -0.114
C  -3.58  0.56  1.97  -0.270
C  -3.01  0.13  0.59  -0.165
C  -1.58  0.67  0.50  -0.252
O  -1.04  0.57  -0.78  0.038
B  0.29  1.16  -0.89  -0.867
C  0.40  2.77  -0.46  0.045
C  -0.70  3.46  -1.17  -0.456
O  -1.75  3.77  -0.68  0.096
F  -0.53  3.76  -2.48  0.094
O  0.86  1.11  -2.27  0.064
C  2.18  0.71  -2.09  -0.313
N  2.84  0.44  -3.37  0.100
C  4.27  0.14  -3.22  -0.454
C  5.19  1.14  -2.54  0.013
O  4.74  -0.86  -3.68  0.110
C  2.81  1.61  -4.21  -0.462
C  3.23  1.40  -5.65  0.016
O  2.53  2.71  -3.82  0.131
C  1.96  -0.44  -1.07  -0.284
P  3.38  -1.29  -0.31  0.512
O  4.50  -0.43  0.07  -0.259
O  2.86  -2.15  0.96  -0.116
O  3.85  -2.42  -1.39  -0.140
O  1.21  0.25  -0.11  -0.003
H  -2.94  -1.30  2.90  0.072
H  -1.85  0.05  3.14  0.044
H  -3.34  -0.02  4.08  0.063
H  -4.66  0.43  2.01  0.092
H  -3.39  1.62  2.14  0.099
H  -3.05  -0.96  0.58  0.106
H  -3.66  0.58  -0.17  0.103
H  -1.63  1.71  0.87  0.111
H  -0.99  0.12  1.25  0.118
H  1.37  3.19  -0.74  0.114
H  0.20  2.94  0.60  0.111
H  2.65  1.54  -1.54  0.147
H  6.09  0.60  -2.26  0.087
H  4.73  1.61  -1.68  0.075
H  5.49  1.90  -3.27  0.091
H  2.39  1.10  -6.28  0.087
H  4.02  0.64  -5.73  0.072
H  3.68  2.33  -5.98  0.081
H  1.22  -1.17  -1.46  0.154
H  2.30  -2.86  0.62  0.074
H  3.08  -2.65  -1.93  0.052
O  1.86  -4.86  -2.56  -0.271
S  1.77  -6.11  -1.88  0.571
O  2.16  -6.24  -0.51  -0.271
O  2.52  -7.22  -2.75  -0.264
C  3.89  -6.97  -3.10  -0.249
C  4.84  -7.16  -1.93  -0.073
C  0.14  -6.76  -2.06  -0.120
H  3.99  -5.97  -3.54  0.118
H  4.13  -7.69  -3.89  0.119
H  4.67  -6.40  -1.16  0.072
H  5.87  -7.07  -2.27  0.082
H  4.69  -8.13  -1.47  0.083
H  -0.16  -6.69  -3.11  0.075
H  -0.52  -6.14  -1.45  0.080
H  0.13  -7.78  -1.71  0.073
O  -8.03  5.34  -2.44  -0.283
S  -7.87  4.80  -1.13  0.559
O  -7.46  5.63  -0.04  -0.278
O  -6.93  3.52  -1.21  -0.268
C  -5.62  3.66  -1.82  -0.233
C  -4.63  4.37  -0.93  -0.073
C  -9.34  3.95  -0.66  -0.131
H  -5.72  4.16  -2.79  0.114
H  -5.28  2.64  -2.01  0.121
H  -4.91  5.41  -0.78  0.074
H  -3.64  4.35  -1.38  0.053
H  -4.58  3.90  0.05  0.086
H  -9.64  3.29  -1.48  0.071
H  -10.10  4.70  -0.48  0.071
H  -9.15  3.38  0.25  0.072
O  0.43  0.08  4.57  -0.267
S  1.58  0.03  5.42  0.575
O  1.92  -1.17  6.12  -0.280
O  1.49  1.23  6.47  -0.266
C  0.30  1.33  7.27  -0.260
C  0.25  0.29  8.37  -0.079
C  2.99  0.60  4.53  -0.110
H  -0.59  1.27  6.63  0.115
H  0.32  2.33  7.71  0.119
H  0.16  -0.72  7.96  0.069
H  -0.61  0.47  9.02  0.077
H  1.16  0.32  8.97  0.082
H  2.74  1.53  4.03  0.079
H  3.24  -0.16  3.80  0.080
H  3.81  0.74  5.23  0.073

Output
* charge: -1
* molecular weight: 756.565 g mol⁻¹

***

| no. | E_LUMO (eV) | orbital gap (Ha) | HOMO level (eV) |
| --- | --- | --- | --- |
| 1 | -2.86 | 0.3475 | -12.313 |
| 2 | 1.84 | 0.2867 | -5.965 |